# 1
Formula: C8H12NO
Source: OMol25
Level of theory: the ωB97M-V functional and the def2-TZVPD basis

Relative energy (zero: lowest compared OMol25 entry of this formula, charge and spin)   196.6 kJ/mol
Orbital gap (spin up / spin down)   0.2722 / 0.2721 Ha

```
! RIJCOSX wB97M-V def2-TZVPD def2/J DEFGRID3
* xyz 1 1
C 3.196 0.536 0.394
C 2.314 -0.424 0.873
C 2.652 0.995 -0.794
C 1.281 -0.519 -0.084
C -0.406 -2.487 -0.246
C 0.236 -1.383 -0.127
C -1.165 1.399 0.772
C -2.550 0.215 -0.836
N -1.721 0.135 0.346
O 1.518 0.390 -1.075
H 4.113 0.855 0.846
H 2.399 -1.016 1.763
H 3.012 1.731 -1.488
H -1.442 -2.633 0.009
H 0.087 -3.366 -0.651
H -0.589 1.830 -0.047
H -1.941 2.122 1.049
H -0.515 1.249 1.633
H -2.860 -0.780 -1.146
H -3.448 0.817 -0.658
H -1.981 0.678 -1.640
H -2.188 -0.344 1.108
*
```

***

# 2
Formula: C8H12NO2S3
Source: OMol25
Level of theory: the ωB97M-V functional and the def2-TZVPD basis

Relative energy (zero: lowest compared OMol25 entry of this formula, charge and spin)   273.7 kJ/mol
Orbital gap   0.2731 Ha

```
! RIJCOSX wB97M-V def2-TZVPD def2/J DEFGRID3
* xyz 1 1
C 0.948 0.373 -1.001
C 1.837 -0.584 -1.496
C 0.385 0.035 0.241
C -0.848 0.668 2.568
C -1.871 1.638 0.578
C -1.807 -0.557 2.471
C -2.732 0.360 0.503
C 3.687 -1.691 -3.182
N -0.644 1.297 1.292
O -2.107 -0.671 1.057
O 0.445 1.379 -1.720
S 2.364 -1.846 -0.511
S 1.125 -1.241 1.066
S 2.499 -0.248 -3.070
H -1.258 1.278 3.406
H 0.137 0.389 2.808
H -1.480 2.040 -0.308
H -2.327 2.483 1.152
H -1.425 -1.452 2.829
H -2.771 -0.394 3.189
H -3.595 0.749 0.963
H -3.007 0.054 -0.515
H 4.146 -1.379 -4.163
H 3.110 -2.550 -3.209
H 4.332 -1.538 -2.407
H 0.856 1.409 -2.538
*
```

***

# 3
Formula: C8H12NO5
Source: OMol25
Level of theory: the ωB97M-V functional and the def2-TZVPD basis

SMILES   COC1=C[NH+]=C(O)[C@@]2(OC)[C@@H](O)[C@@]12O
Relative energy (zero: lowest compared OMol25 entry of this formula, charge and spin)   86.3 kJ/mol
Orbital gap   0.3292 Ha

```
! RIJCOSX wB97M-V def2-TZVPD def2/J DEFGRID3
* xyz 1 1
C -1.158 -1.557 0.072
C -1.299 -0.207 -0.053
C -0.082 0.733 -0.249
C 1.296 0.026 -0.144
C 0.678 0.504 -1.453
C 1.193 -1.449 0.219
C -3.638 -0.269 0.351
C 2.490 2.078 0.627
N 0.053 -2.071 0.268
O 0.203 -0.477 -2.250
O -0.212 2.026 0.153
O 2.229 -2.143 0.653
O -2.444 0.449 0.097
O 2.452 0.661 0.317
H -1.896 -2.309 0.225
H 1.114 1.340 -1.774
H -3.900 -0.860 -0.485
H -4.271 0.390 0.747
H -3.584 -0.966 1.088
H 2.372 2.596 -0.325
H 3.532 2.387 0.906
H 1.683 2.138 1.452
H -0.041 -3.028 0.566
H 0.814 -0.384 -2.988
H -0.521 1.938 1.051
H 2.938 -1.545 0.929
*
```

***

# 4
Formula: C8H12NOP
Source: OMol25
Level of theory: the ωB97M-V functional and the def2-TZVPD basis

Relative energy (zero: lowest compared OMol25 entry of this formula, charge and spin)   483.3 kJ/mol
Orbital gap   0.3068 Ha

```
! RIJCOSX wB97M-V def2-TZVPD def2/J DEFGRID3
* xyz 0 1
C -0.046 -1.269 0.591
C -3.148 0.525 -0.568
C 0.152 -0.065 0.474
C -2.717 1.638 -0.427
C -0.240 -2.699 0.700
C -3.498 -0.886 -0.296
C 2.402 0.759 -1.363
C 3.272 1.728 0.592
N 2.328 1.161 -0.033
O 0.482 1.929 1.997
P 0.482 1.675 0.556
H -0.089 -3.187 -0.321
H 0.584 -3.187 1.482
H -1.252 -2.921 1.137
H -4.157 -0.808 0.603
H -4.026 -1.217 -1.142
H -2.531 -1.374 -0.187
H 1.624 1.190 -1.952
H 3.459 0.876 -1.711
H 2.171 -0.221 -1.385
H -2.381 2.569 -0.417
H 4.166 1.954 -0.004
H 2.964 1.831 1.673
*
```

***

# 5
Formula: C8H12O
Source: OMol25
Level of theory: the ωB97M-V functional and the def2-TZVPD basis

SMILES   C1=CC[C@H]2[C@H]3[C@@H](C1)[C@@H]23.O
Relative energy (zero: lowest compared OMol25 entry of this formula, charge and spin)   322.8 kJ/mol
Orbital gap   0.3708 Ha

```
! RIJCOSX wB97M-V def2-TZVPD def2/J DEFGRID3
* xyz 0 1
C -0.313 0.677 -1.815
C -0.989 1.076 -0.537
C -1.700 0.086 0.416
C -0.991 -1.205 0.706
C 0.181 -1.668 0.389
C 1.260 -1.170 -0.440
C 1.036 0.089 -1.278
C 0.509 1.356 -0.673
H 0.972 1.343 1.822
H -0.433 1.243 -2.755
H -1.531 2.061 -0.570
H -1.799 0.600 1.417
H -2.761 -0.190 0.169
H -1.593 -1.890 1.270
H 0.263 -2.692 0.795
H 1.751 -1.945 -1.083
H 2.162 -0.802 0.252
H 1.792 0.092 -2.124
H 0.625 -0.141 2.310
H 0.948 2.294 -0.893
O 0.613 0.787 2.621
*
```

***

# 6
Formula: C8H12O
Source: OMol25
Level of theory: the ωB97M-V functional and the def2-TZVPD basis

Relative energy (zero: lowest compared OMol25 entry of this formula, charge and spin)   890.0 kJ/mol
Orbital gap   0.3345 Ha

```
! RIJCOSX wB97M-V def2-TZVPD def2/J DEFGRID3
* xyz 0 1
C -0.051 -1.634 1.877
C 0.049 -0.053 0.255
C -1.483 0.432 0.143
C -1.178 0.114 -1.379
C -0.633 -1.213 -0.683
C 0.077 0.885 -1.771
C 0.780 0.968 -0.681
C 2.039 1.791 -0.199
H -0.006 -1.086 3.335
H -1.374 -1.493 1.646
H 0.427 -2.824 1.675
H -2.130 -0.378 0.472
H -1.781 1.484 0.588
H -1.512 0.180 -2.472
H -1.549 -1.727 -0.064
H 0.221 -1.752 -1.240
H 0.447 1.057 -2.846
H 2.660 0.878 0.269
H 2.645 2.313 -0.914
H 1.692 2.538 0.596
O 0.659 -0.479 1.394
*
```

***

# 7
Formula: C8H12O2S2
Source: OMol25
Level of theory: the ωB97M-V functional and the def2-TZVPD basis

Relative energy (zero: lowest compared OMol25 entry of this formula, charge and spin)   192.0 kJ/mol
Orbital gap   0.2766 Ha

```
! RIJCOSX wB97M-V def2-TZVPD def2/J DEFGRID3
* xyz 0 1
C 1.317 0.647 -1.367
C 1.548 -0.584 -0.556
C 1.576 1.838 -0.852
C -1.011 -1.741 -0.689
C -2.166 -0.913 -1.129
C -1.108 0.213 1.012
C 2.571 -0.323 0.490
C -0.851 1.208 2.091
O 1.669 2.947 -0.526
O -3.382 1.111 0.234
S -0.005 -1.053 0.661
S -2.056 0.787 -0.317
H 1.012 0.564 -2.368
H 1.921 -1.423 -1.290
H -1.272 -2.777 -0.164
H -0.482 -2.126 -1.645
H -2.183 -0.612 -2.156
H -3.227 -1.313 -0.852
H 2.086 0.123 1.362
H 3.125 -1.209 0.770
H 3.270 0.375 0.207
H -1.845 1.492 2.407
H -0.181 2.032 1.766
H -0.326 0.735 2.913
*
```

***

# 8
Formula: C8H12O3S
Source: OMol25
Level of theory: the ωB97M-V functional and the def2-TZVPD basis

SMILES   CC1(C)C=CC(=O)O[S@@](C)(=O)=C1
Relative energy (zero: lowest compared OMol25 entry of this formula, charge and spin)   363.0 kJ/mol
Orbital gap   0.3455 Ha

```
! RIJCOSX wB97M-V def2-TZVPD def2/J DEFGRID3
* xyz 0 1
C 1.565 1.557 -1.527
C 1.497 0.511 -0.652
C 0.542 2.610 -1.759
C -0.928 -0.107 0.532
C 0.598 -0.386 0.216
C 1.327 -0.723 1.504
C 0.648 -1.638 -0.686
C -2.940 1.915 -0.440
O 0.721 3.676 -2.281
O -1.548 0.324 -2.046
O -0.605 2.418 -1.052
S -1.442 0.951 -0.787
H 2.578 1.672 -1.982
H 2.391 0.065 -0.663
H -0.914 0.704 1.288
H 1.698 0.158 1.984
H 2.296 -1.165 1.257
H 0.735 -1.219 2.199
H 0.107 -2.506 -0.298
H 1.695 -1.854 -0.815
H 0.422 -1.299 -1.728
H -3.310 1.519 0.500
H -2.724 3.067 -0.547
H -3.515 1.606 -1.292
*
```

***

# 9
Formula: C8H12OS
Source: OMol25
Level of theory: the ωB97M-V functional and the def2-TZVPD basis

Relative energy (zero: lowest compared OMol25 entry of this formula, charge and spin)   279.1 kJ/mol
Orbital gap   0.3226 Ha

```
! RIJCOSX wB97M-V def2-TZVPD def2/J DEFGRID3
* xyz 0 1
C -0.433 -0.627 1.630
C -1.601 -0.828 2.212
C 1.424 0.778 -1.286
C 1.620 -0.653 -0.848
C 0.577 1.501 -0.333
C 0.289 -1.342 -0.651
C -0.809 0.868 -0.342
C -0.599 -0.526 0.197
O -3.631 0.102 0.862
S -2.712 -1.017 0.849
H 0.479 -0.503 2.247
H -1.874 -0.508 3.161
H 2.469 1.189 -1.560
H 1.135 0.834 -2.342
H 2.146 -1.191 -1.551
H 1.975 -0.573 0.123
H 1.047 1.365 0.633
H 0.591 2.662 -0.381
H -0.058 -1.716 -1.627
H 0.571 -2.279 -0.093
H -1.371 1.461 0.440
H -1.237 1.004 -1.341
*
```

***

# 10
Formula: C8H12P2
Source: OMol25
Level of theory: the ωB97M-V functional and the def2-TZVPD basis

Relative energy (zero: lowest compared OMol25 entry of this formula, charge and spin)   40.2 kJ/mol
Orbital gap (spin up / spin down)   0.2709 / 0.2430 Ha

```
! RIJCOSX wB97M-V def2-TZVPD def2/J DEFGRID3
* xyz 0 3
C -0.779 -0.717 0.962
C -0.166 -1.752 0.840
C 0.557 1.379 -0.374
C 0.553 0.921 -1.526
C -1.921 0.097 1.277
C 0.698 -2.883 0.711
C 1.523 1.424 2.187
C -0.406 0.950 -3.830
P 0.590 2.390 0.929
P 0.445 -0.267 -2.699
H -2.977 -0.344 1.138
H -1.855 1.163 0.816
H -1.909 0.251 2.336
H 1.202 -2.834 -0.203
H -0.072 -3.690 0.513
H 1.354 -3.226 1.603
H 1.373 0.431 1.981
H 2.593 1.384 2.253
H 1.092 1.570 3.137
H -1.543 1.018 -3.632
H -0.224 1.984 -3.548
H -0.126 0.752 -4.869
*
```